Formula: C28H47N11O3PSYb
Source: OMol25
Level of theory: wB97M-V/def2-TZVPD

The geometry in XYZ format:
```
92
Properties=species:S:1:pos:R:3:mulliken_charge:R:1
Yb 0.5249 -0.5331 1.3823 0.57
C 5.3762 -1.1037 3.7541 -1.16
N 4.7421 -1.3100 2.4601 0.06
C 5.6415 -1.5608 1.3288 -1.03
C 3.4222 -1.0118 2.3345 0.67
N 2.7760 -0.8370 1.2102 -0.17
N 2.6077 -1.0740 3.5405 -0.19
C 1.5660 -0.2712 3.9641 0.42
N 0.9556 -0.8101 5.1023 -0.55
N 1.2909 0.8353 3.2994 -0.61
H 4.6291 -0.8148 4.4375 0.38
H 6.0047 -0.2407 3.7811 0.39
H 5.8380 -1.9632 4.1323 0.42
H 6.4247 -2.2105 1.7146 0.33
H 6.0984 -0.6207 0.9383 0.35
H 5.1890 -2.0978 0.4929 0.39
H 3.4445 -0.6245 0.4893 0.09
H 2.8117 -1.8445 4.1890 0.36
H 0.9364 -1.8179 5.0823 0.22
H 0.0280 -0.4156 5.2169 0.31
H 0.5979 1.3771 3.8307 0.26
O 0.8880 1.2494 -0.4247 -0.43
P 0.2481 2.1996 -1.3920 -1.12
N -0.8033 3.2412 -0.6484 0.85
C -0.9230 3.4435 0.8154 0.09
C -1.7826 4.7039 1.0596 -0.62
C -2.5463 4.8235 -0.2501 -0.72
C -1.5331 4.3298 -1.3437 -0.65
N 1.4839 2.9393 -2.2181 0.37
C 2.9036 2.7244 -1.7929 -0.53
C 3.7699 3.3204 -2.8911 -0.55
C 2.8444 3.7641 -4.0344 -0.88
C 1.4292 3.8310 -3.3648 -0.55
N -0.6790 1.4275 -2.5188 0.60
C -0.0578 0.6282 -3.5764 -0.32
C -1.1479 -0.2327 -4.2193 -0.78
C -2.4999 0.2743 -3.6203 -0.47
C -2.0513 1.0305 -2.3292 -0.07
H 0.1079 3.5318 1.2833 0.13
H -1.3817 2.5716 1.2553 -0.29
H -1.1771 5.5780 1.2707 0.33
H -2.4446 4.5306 1.9575 0.33
H -2.9377 5.8084 -0.5312 0.43
H -3.4595 4.1668 -0.2408 0.20
H -0.8079 5.1130 -1.6713 0.34
H -1.9637 4.0440 -2.3192 0.41
H 3.1357 1.6461 -1.6621 0.09
H 3.0965 3.2094 -0.8554 0.30
H 4.6492 2.7114 -3.1828 0.34
H 4.2541 4.1954 -2.4417 0.30
H 2.8500 3.1057 -4.8835 0.32
H 3.1168 4.6937 -4.5205 0.39
H 0.6195 3.4809 -4.0445 0.37
H 1.2810 4.8229 -2.9757 0.35
H 0.8086 0.0430 -3.1401 0.29
H 0.3353 1.3099 -4.3126 0.16
H -0.9722 -1.2500 -3.9591 0.31
H -1.2096 -0.2325 -5.3668 0.32
H -3.2017 -0.5933 -3.3909 0.13
H -2.9860 0.9863 -4.2839 0.42
H -2.1946 0.3980 -1.3866 -0.13
H -2.6842 1.9201 -2.2825 0.11
C -5.6456 0.3066 1.7242 -0.94
N -4.7833 -0.6269 0.9707 0.07
C -5.2688 -1.2925 -0.2510 -0.52
C -4.0985 -2.1999 -0.6192 -0.82
N -3.0037 -1.6739 0.2170 0.05
C -3.4526 -0.7111 1.0546 0.60
S -2.4042 0.1881 2.0183 -0.45
H -6.4390 -0.2353 2.1912 0.33
H -6.0894 1.1194 1.1051 0.32
H -5.0497 0.8207 2.4856 0.32
H -5.3940 -0.5715 -1.0855 0.30
H -6.1332 -1.9123 -0.0894 0.39
H -3.9298 -2.2309 -1.6991 0.27
H -4.3173 -3.1582 -0.2226 0.49
H -2.0202 -1.9203 0.1687 -0.03
O 0.4171 -3.7632 3.8328 -0.77
C 0.4209 -3.7395 2.5915 0.41
N 0.3958 -2.6655 1.8055 0.62
C 0.2362 -2.9354 0.5089 0.18
O -0.0184 -1.9745 -0.3196 -0.53
C 0.2422 -4.4261 0.3224 0.39
C -0.0397 -5.3309 -0.6892 -0.74
C -0.2902 -6.6391 -0.3615 -0.51
C -0.1971 -7.0784 0.9746 -0.56
C 0.0678 -6.1766 2.0100 -0.56
C 0.2862 -4.8604 1.6692 0.21
H 0.0512 -5.0048 -1.7021 0.52
H -0.4593 -7.3578 -1.1504 0.44
H -0.3182 -8.1387 1.2054 0.42
H -0.0478 -6.3504 3.0857 0.45
```

Calculated values
Orbital gap (spin up / spin down): 7.1 / 7.0 eV
Multiplicity: 2
⟨S²⟩: 0.751
Total charge: +2
Highest occupied orbital energy (spin up / spin down): -12.93 / -12.93 eV
Lowest unoccupied orbital energy (spin up / spin down): -5.837 / -5.934 eV